A structure of composition C41H53CdClF3N15O8, computed with ωB97M-V/def2-TZVPD.

Results
* LUMO energy: -0.23 eV
* frontier orbital gap: 7.15 eV
* multiplicity: 1
* E_HOMO: -7.386 eV
* largest force on an atom: 0.88 eV Å⁻¹

```
122
Properties=species:S:1:pos:R:3:lowdin_charge:R:1
Cd 0.005 -0.041 -0.162 1.450
C -2.694 -7.677 -1.171 -0.077
O -3.164 -6.355 -1.011 -0.079
C -3.328 -5.601 -2.122 -0.281
C -3.864 -4.328 -1.919 0.013
C -4.062 -3.476 -2.980 -0.012
C -3.747 -3.879 -4.287 -0.305
C -3.259 -5.164 -4.486 -0.028
C -3.026 -6.014 -3.414 -0.014
N -4.056 -3.092 -5.426 0.066
N -3.923 -1.858 -5.436 0.073
C -3.314 -1.171 -4.367 -0.279
C -3.938 -0.057 -3.847 -0.028
C -3.459 0.588 -2.708 -0.008
C -2.292 0.173 -2.068 -0.379
O -1.895 0.679 -0.941 -0.254
C -1.526 -0.857 -2.726 -0.150
N -0.292 -1.126 -2.232 0.027
C 0.424 -2.083 -2.777 -0.153
C -0.012 -2.825 -3.881 -0.021
C -1.239 -2.552 -4.421 0.008
C -2.052 -1.556 -3.843 -0.110
H -2.695 -8.117 -0.177 0.093
H -1.677 -7.697 -1.572 0.092
H -3.355 -8.258 -1.821 0.095
H -4.111 -4.026 -0.909 0.114
H -4.500 -2.503 -2.811 0.118
H -3.031 -5.491 -5.492 0.116
H -2.616 -6.997 -3.597 0.102
H -4.874 0.260 -4.293 0.118
H -4.020 1.400 -2.264 0.114
H 1.394 -2.273 -2.338 0.086
H 0.626 -3.589 -4.304 0.109
H -1.581 -3.078 -5.302 0.115
N -3.306 0.773 1.616 0.074
N -3.604 -0.446 2.229 0.002
C -3.039 -1.622 1.962 -0.381
N -3.464 -2.699 2.634 0.199
N -2.053 -1.616 1.057 0.128
N -1.483 -2.744 0.652 -0.408
O -2.006 -3.856 0.775 0.026
O -0.387 -2.611 0.088 -0.056
H -2.516 1.202 2.089 0.075
H -3.022 0.606 0.648 0.042
H -4.284 -0.384 2.965 0.146
H -4.118 -2.622 3.391 0.118
H -3.132 -3.599 2.322 0.090
O 2.547 0.277 -2.780 -0.061
H 2.542 1.058 -2.216 0.008
H 1.761 0.332 -3.332 0.041
F 1.192 1.272 5.316 0.156
C 0.570 0.456 4.471 -0.540
F -0.624 0.133 5.016 0.128
F 1.288 -0.688 4.411 0.115
C 0.358 1.094 3.054 -0.590
O 0.533 2.302 2.979 0.045
O -0.031 0.254 2.196 -0.129
C -0.656 3.170 0.041 -0.183
N -0.571 4.621 -0.063 -0.081
C -0.582 4.990 -1.473 -0.168
N 0.536 4.376 -2.199 -0.084
C 0.444 2.929 -2.057 -0.185
N 0.482 2.489 -0.647 -0.122
C 1.729 3.004 -0.033 -0.176
N 1.840 4.452 -0.152 -0.084
C 0.693 5.060 0.533 -0.153
C 1.782 4.819 -1.564 -0.173
H -1.584 2.832 -0.414 0.106
H -0.629 2.893 1.092 0.099
H -0.504 6.075 -1.566 0.125
H -1.521 4.658 -1.922 0.128
H 1.284 2.497 -2.607 0.100
H -0.491 2.577 -2.502 0.126
H 2.596 2.547 -0.525 0.117
H 1.729 2.738 1.021 0.106
H 0.771 6.146 0.453 0.126
H 0.710 4.769 1.584 0.127
H 2.627 4.365 -2.089 0.125
H 1.854 5.905 -1.652 0.125
C 5.805 -7.108 -0.097 -0.039
C 5.882 -5.599 -0.382 -0.520
C 6.216 -5.383 -1.861 -0.041
C 7.035 -5.038 0.469 -0.046
C 4.524 -4.926 0.031 -0.431
O 4.374 -5.209 1.403 0.002
C 3.363 -5.513 -0.812 -0.096
C 1.922 -5.369 -0.291 -0.121
C 1.564 -6.205 0.919 -0.219
C 1.557 -7.594 0.840 -0.033
C 1.123 -8.376 1.897 -0.103
C 0.682 -7.766 3.059 -0.676
Cl 0.104 -8.733 4.380 0.654
C 0.692 -6.387 3.173 -0.095
C 1.132 -5.621 2.105 -0.037
C 4.667 -3.391 -0.220 -0.027
N 3.584 -2.524 0.231 -0.083
C 2.994 -1.542 -0.451 -0.147
N 2.098 -0.931 0.313 0.021
C 2.175 -1.613 1.488 -0.193
N 3.070 -2.571 1.476 0.135
H 6.808 -7.535 -0.113 0.086
H 5.217 -7.639 -0.846 0.077
H 5.367 -7.281 0.886 0.093
H 7.152 -5.895 -2.090 0.092
H 6.354 -4.327 -2.101 0.079
H 5.445 -5.792 -2.515 0.083
H 7.926 -5.647 0.311 0.086
H 6.777 -5.071 1.526 0.093
H 7.297 -4.015 0.197 0.076
H 3.691 -4.636 1.780 0.072
H 3.545 -6.581 -0.924 0.097
H 3.407 -5.065 -1.808 0.117
H 1.272 -5.709 -1.103 0.122
H 1.655 -4.333 -0.105 0.083
H 1.887 -8.081 -0.072 0.117
H 1.118 -9.455 1.815 0.104
H 0.358 -5.914 4.088 0.107
H 1.126 -4.546 2.203 0.101
H 4.761 -3.206 -1.288 0.127
H 5.573 -3.055 0.281 0.126
H 3.261 -1.255 -1.455 0.109
H 1.574 -1.392 2.351 0.090
```



A cluster of 18 separate species, C41H53Cl55F6I2N4O5P in total at a distorted geometry, computed with ωB97M-V/def2-TZVPD.

Results
* LUMO energy: -2.98 eV
* frontier orbital gap: 7.83 eV
* multiplicity: 1
* E_HOMO: -10.814 eV
* largest force on an atom: 3.37 eV Å⁻¹
* total charge: +1

```
167
Properties=species:S:1:pos:R:3:lowdin_charge:R:1
C -3.459 1.885 -1.434 -0.136
C -2.914 2.428 -0.112 -0.199
C -1.513 2.330 0.527 -0.189
C -1.558 3.438 1.626 -0.091
N -0.776 0.935 0.975 0.068
C 0.504 1.454 1.756 -0.549
Cl 0.161 1.979 3.409 0.889
C 1.823 0.627 1.758 -0.682
C 2.664 0.600 3.039 -0.195
Cl 2.862 1.367 0.494 0.735
C -0.181 0.386 -0.359 -0.137
F -0.897 0.993 -1.374 0.016
C -0.352 -1.157 -0.688 -0.165
N -0.071 -1.324 -2.123 -0.040
C 1.089 -0.663 -2.728 -0.085
C -0.233 -2.618 -2.731 -0.434
C -0.878 -3.834 -2.071 0.023
O 0.142 -2.724 -3.914 0.062
C 0.834 -2.076 -0.057 -0.256
F 1.196 -3.080 -0.911 0.078
F 1.938 -1.247 -0.103 0.009
C 0.833 -2.827 1.325 -0.245
F 2.061 -2.623 1.921 0.077
F 0.693 -4.172 1.064 -0.033
N -1.788 -1.379 -0.495 -0.047
C -2.866 -1.279 -1.547 -0.209
C -2.902 -1.336 -3.098 -0.628
C -4.402 -1.212 -3.448 -0.104
Cl -2.079 -0.097 -4.103 0.675
C -2.398 -1.270 0.853 -0.316
C -2.321 -2.785 1.460 -0.632
I -3.927 -4.056 0.650 1.028
C -2.194 -3.274 2.936 -0.759
C -3.361 -3.405 3.899 -0.373
I -1.528 -5.376 2.733 0.950
P -4.285 -0.456 0.789 0.728
O -5.231 -1.299 -0.223 -0.437
Cl -5.030 -1.160 2.562 0.402
C -1.688 -0.111 1.754 -0.209
O -2.727 0.724 2.246 -0.169
C -1.080 -0.694 3.108 -0.379
O 0.079 -1.072 3.217 0.067
N -1.992 -0.815 4.165 0.160
C -1.521 -0.394 5.452 -0.473
O -1.558 0.742 5.887 0.163
F -1.056 -1.421 6.160 0.128
H -2.731 1.593 -2.203 0.038
H -4.122 1.019 -1.317 0.008
H -4.100 2.644 -1.898 0.031
H -3.687 2.387 0.665 0.105
H -2.901 3.497 -0.370 0.091
H -0.786 2.799 -0.152 0.156
H -2.034 3.164 2.559 0.060
H -2.177 4.244 1.228 0.095
H -0.591 3.921 1.786 0.075
H 0.804 2.354 1.213 0.079
H 1.644 -0.417 1.579 0.055
H 3.562 0.044 2.731 0.040
H 2.227 0.007 3.840 0.080
H 3.027 1.585 3.334 0.040
H 0.830 0.773 -0.481 0.073
H 1.477 0.182 -2.162 0.083
H 0.846 -0.284 -3.718 -0.022
H 1.929 -1.362 -2.832 0.110
H -1.537 -4.291 -2.815 0.090
H -1.435 -3.645 -1.159 0.033
H -0.090 -4.558 -1.847 0.063
H 0.067 -2.545 2.030 0.092
H -3.549 -2.097 -1.313 0.038
H -3.362 -0.318 -1.387 0.016
H -2.616 -2.296 -3.515 0.084
H -4.869 -0.357 -2.946 0.072
H -4.919 -2.148 -3.206 0.087
H -4.478 -1.064 -4.529 0.056
H -1.518 -3.273 0.902 -0.014
H -1.324 -2.923 3.499 0.042
H -4.191 -4.020 3.545 0.029
H -2.980 -3.901 4.802 0.023
H -3.769 -2.454 4.259 -0.064
H -5.736 -0.684 -0.776 0.068
H -2.411 1.208 3.024 0.096
H -2.961 -0.587 3.968 0.096
C 6.540 -0.620 0.653 -1.535
Cl 5.149 -1.684 0.871 0.547
Cl 7.843 -1.484 -0.157 0.554
Cl 6.075 0.835 -0.220 0.532
H 6.894 -0.325 1.634 0.007
C -2.471 0.381 -8.207 -1.540
Cl -3.479 -0.919 -7.559 0.516
Cl -3.407 1.417 -9.278 0.544
Cl -1.681 1.331 -6.941 0.489
H -1.683 -0.083 -8.791 -0.045
C 3.553 1.281 -5.887 -1.519
Cl 3.643 1.758 -7.576 0.543
Cl 3.618 2.694 -4.829 0.524
Cl 2.093 0.337 -5.548 0.579
H 4.407 0.655 -5.664 0.016
C 5.511 2.843 5.347 -1.526
Cl 5.314 1.168 4.819 0.561
Cl 5.990 3.852 3.983 0.502
Cl 4.023 3.431 6.086 0.511
H 6.296 2.874 6.092 0.012
C -5.011 -5.371 -5.890 -1.551
Cl -3.313 -5.556 -5.456 0.530
Cl -6.020 -5.233 -4.446 0.519
Cl -5.234 -3.996 -6.975 0.517
H -5.328 -6.262 -6.417 0.013
C 7.417 -5.093 -0.809 -1.568
Cl 8.962 -5.089 -1.664 0.526
Cl 6.160 -5.858 -1.778 0.532
Cl 7.568 -5.876 0.761 0.526
H 7.129 -4.064 -0.639 -0.057
C 4.623 1.622 10.399 -1.549
Cl 4.759 1.669 8.637 0.501
Cl 6.071 0.938 11.131 0.537
Cl 4.293 3.232 11.035 0.533
H 3.786 0.984 10.649 0.011
C 0.930 -1.097 -10.306 -1.545
Cl 0.547 0.449 -11.062 0.539
Cl 1.216 -0.894 -8.579 0.512
Cl -0.353 -2.272 -10.595 0.542
H 1.839 -1.471 -10.757 0.013
C 8.181 -4.170 4.365 -1.584
Cl 7.105 -5.210 5.300 0.535
Cl 7.241 -3.019 3.408 0.499
Cl 9.326 -3.339 5.412 0.532
H 8.751 -4.794 3.686 -0.087
C -9.152 0.069 3.164 -1.546
Cl -7.968 0.042 4.473 0.502
Cl -8.363 0.356 1.606 0.504
Cl -10.086 -1.420 3.129 0.547
H -9.830 0.892 3.345 0.014
C -5.173 -3.267 7.203 -1.488
Cl -3.690 -2.443 6.690 0.627
Cl -6.368 -3.246 5.905 0.551
Cl -4.815 -4.907 7.715 0.571
H -5.581 -2.723 8.045 0.017
C 11.808 -4.075 1.602 -1.523
Cl 10.980 -5.107 2.777 0.559
Cl 10.774 -2.726 1.138 0.509
Cl 13.337 -3.504 2.258 0.550
H 12.015 -4.664 0.718 0.015
C -3.602 4.532 -4.664 -1.522
Cl -4.800 3.237 -4.676 0.546
Cl -4.173 5.928 -5.560 0.542
Cl -3.190 5.003 -3.007 0.537
H -2.701 4.162 -5.135 0.007
C -5.592 9.781 -3.658 -1.541
Cl -4.391 11.051 -3.911 0.548
Cl -6.549 9.526 -5.114 0.539
Cl -4.813 8.282 -3.152 0.494
H -6.257 10.102 -2.868 0.014
C 7.187 6.492 0.348 -1.546
Cl 8.471 7.416 1.118 0.543
Cl 7.760 5.706 -1.121 0.530
Cl 6.512 5.300 1.470 0.471
H 6.394 7.177 0.076 0.011
C -4.147 14.463 -2.044 -1.573
Cl -5.575 14.676 -1.030 0.522
Cl -4.123 15.636 -3.359 0.530
Cl -2.670 14.557 -1.084 0.522
H -4.197 13.475 -2.480 -0.053
C 1.612 -7.239 0.326 -1.556
Cl 0.009 -7.981 0.385 0.505
Cl 2.858 -8.385 0.802 0.550
Cl 1.939 -6.580 -1.280 0.548
H 1.622 -6.416 1.030 -0.015
```



A structure of composition C41H53IN6O5RbSSi at a distorted geometry, computed with ωB97M-V/def2-TZVPD.

Results
* LUMO energy (spin up / spin down): 3.13 / 1.60 eV
* frontier orbital gap (spin up / spin down): 4.94 / 3.42 eV
* multiplicity: 2
* E_HOMO (spin up / spin down): -1.815 / -1.814 eV
* largest force on an atom: 3.88 eV Å⁻¹
* total charge: -2

```
109
Properties=species:S:1:pos:R:3:mulliken_spin:R:1
Rb 1.106 -1.201 1.004 -0.002
C -0.742 -1.539 -1.355 0.864
Si -2.482 -1.671 -0.886 -0.056
C -2.846 -2.083 1.003 -0.002
N -1.995 -1.303 1.949 -0.005
C -2.199 0.157 1.849 -0.014
C -3.634 0.555 2.189 0.004
C -4.096 -0.227 3.412 0.000
C -2.897 -0.816 4.224 0.000
C -2.053 -1.745 3.330 0.000
C -3.409 -0.072 -1.359 -0.040
C -2.650 1.034 -1.603 -0.006
C -3.291 2.279 -1.706 0.014
C -4.681 2.450 -1.682 0.001
C -5.428 1.292 -1.472 0.000
C -4.772 0.057 -1.292 -0.001
C -3.483 -3.076 -1.722 0.034
C -4.121 -4.175 -1.255 -0.001
C -4.625 -5.238 -2.105 0.000
C -4.548 -5.116 -3.512 0.007
C -3.794 -4.036 -3.993 0.013
C -3.250 -3.137 -3.135 -0.001
H -0.603 -1.195 -2.384 0.063
H -0.176 -2.459 -1.189 0.058
H -2.604 -3.124 1.079 0.004
H -3.955 -2.054 1.261 -0.002
H -1.932 0.363 0.818 0.030
H -1.461 0.562 2.552 0.000
H -4.256 0.254 1.377 0.000
H -3.652 1.642 2.313 0.000
H -4.726 -1.077 3.157 0.000
H -4.684 0.364 4.050 0.000
H -3.207 -1.396 5.114 0.000
H -2.277 -0.026 4.582 0.000
H -2.419 -2.761 3.295 0.000
H -1.028 -1.679 3.697 0.000
H -1.560 0.923 -1.707 0.029
H -2.614 3.162 -1.729 0.000
H -5.133 3.459 -1.855 0.000
H -6.511 1.327 -1.482 0.000
H -5.386 -0.842 -1.184 0.000
H -4.159 -4.470 -0.186 0.001
H -5.115 -6.044 -1.586 0.000
H -5.181 -5.796 -4.123 0.000
H -3.700 -3.989 -5.054 0.000
H -2.694 -2.274 -3.477 -0.016
N -0.726 4.517 -1.263 0.000
C -0.762 5.484 -0.177 0.000
C -1.352 4.973 1.162 0.000
C -0.386 4.032 1.896 0.000
N 0.100 3.036 0.960 -0.004
H 0.093 3.898 -1.000 0.000
H -0.521 5.064 -2.071 0.000
H -1.351 6.356 -0.453 0.000
H 0.198 5.849 0.055 0.000
H -2.356 4.495 1.053 0.000
H -1.540 5.879 1.715 0.000
H -0.886 3.697 2.863 0.000
H 0.365 4.731 2.233 0.000
H -0.757 2.624 0.493 0.001
H 0.480 2.187 1.415 0.003
O -0.724 -6.815 -1.041 0.000
N -0.175 -5.927 -1.739 0.000
C 1.016 -5.350 -1.328 0.006
C 1.650 -4.396 -2.087 -0.007
C 1.054 -4.003 -3.293 0.009
C -0.173 -4.531 -3.646 0.002
C -0.785 -5.438 -2.823 -0.003
H 1.464 -5.721 -0.444 0.000
H 2.590 -3.994 -1.784 0.000
H 1.396 -3.233 -3.946 0.001
H -0.639 -4.106 -4.499 0.000
H -1.776 -5.857 -2.913 -0.001
O 2.367 1.372 -0.732 0.006
S 3.610 0.812 -0.264 0.007
C 4.396 2.286 0.476 0.000
C 3.596 3.253 0.936 -0.001
C 4.149 4.269 1.741 0.000
C 5.494 4.295 1.961 0.000
C 6.344 3.320 1.452 0.000
C 5.798 2.315 0.661 0.000
C 4.691 0.338 -1.584 0.000
C 5.143 1.247 -2.586 0.000
C 5.797 0.757 -3.685 0.000
C 5.983 -0.672 -3.851 0.000
C 5.593 -1.519 -2.812 0.000
C 4.915 -1.014 -1.637 0.000
H 2.571 3.217 0.853 0.001
H 3.547 5.011 2.228 0.000
H 5.903 5.035 2.605 0.000
H 7.404 3.327 1.621 0.000
H 6.418 1.497 0.326 0.000
H 4.845 2.331 -2.442 0.000
H 6.291 1.434 -4.448 0.000
H 6.700 -1.017 -4.563 0.000
H 5.798 -2.575 -2.745 0.000
H 4.493 -1.694 -0.897 0.000
N 1.177 2.833 3.999 0.000
C 1.951 1.544 3.833 0.000
O 1.354 0.804 2.848 0.001
C 2.897 0.991 4.663 0.000
I 3.211 6.725 4.966 0.000
H 1.115 3.420 3.163 0.000
H 1.341 3.457 4.803 0.000
H 3.310 0.028 4.300 0.000
H 3.827 1.469 5.087 0.000
O 3.930 -4.920 0.543 0.000
N 4.197 -3.765 0.165 0.000
O 3.268 -2.917 0.457 -0.001
```



| no. | energy (a.u.) |
| --- | --- |
| 1 | -3944.8926 |
| 2 | -29035.2568 |
| 3 | -3308.0899 |